No. 1
# C10H9NO2

A structure of composition C10H9NO2 (ωB97M-V/def2-TZVPD, OMol25).

```
! wB97M-V def2-TZVPD RIJCOSX def2/J DEFGRID3
* xyz 0 1
C -4.46403 -0.67635 0.04148
C -2.29745 0.26982 -0.07351
C -1.51929 1.39215 -0.33330
C -0.24518 1.37980 -0.23208
C 0.46732 0.23071 -0.00022
C -0.35879 -1.05315 0.29961
C -1.68090 -1.00284 0.29124
C 1.94888 0.04033 0.07607
C 3.99803 0.37623 0.30030
C 3.88972 -0.77394 -0.41460
H -4.21328 -1.31336 -0.77599
H -4.38785 -1.37129 1.23142
H -5.53751 -0.15267 0.14052
H -2.20688 2.08776 -0.58991
H 0.49293 1.97700 -0.08628
H -0.05107 -1.90858 0.44135
H -2.31213 -2.03005 0.63705
H 5.22551 0.93451 0.82968
H 4.71308 -1.35213 -0.73427
N 2.77621 0.83870 0.70370
O -3.68198 0.46563 -0.09654
O 2.48371 -0.94548 -0.62216
*
```

Energy relative to the best compared isomer or geometry (same formula, charge and spin) (kcal/mol): 165.1
E_LUMO (eV): 0.729
Frontier orbital gap (eV): 9.04
Total energy (eV): -16094.050
Highest occupied orbital energy (eV): -8.31

=====

No. 2
# C10H9NO2

An isolated molecule of C10H9NO2 (ωB97M-V/def2-TZVPD, OMol25).

```
! wB97M-V def2-TZVPD RIJCOSX def2/J DEFGRID3
* xyz 0 3
C -0.95528 -2.36780 -0.12119
C -3.64990 0.04343 -0.29021
C -2.96330 1.31212 -0.38880
C -3.03789 -1.13635 0.04183
C -1.65350 1.43408 -0.14512
C 3.72139 -0.05079 -0.08124
C 2.49424 -0.53291 -0.20721
C -1.59555 -1.19392 0.27962
C -0.88901 0.18707 0.22717
C 1.32577 -0.19615 0.62977
N -0.40265 -3.31250 -0.43481
O -1.07051 -0.48064 1.43730
O 0.35053 0.25611 -0.29937
H -4.73297 0.22050 -0.45764
H -3.35026 2.27559 -0.64995
H -3.53934 -2.01388 -0.04320
H -1.14470 2.29088 -0.37672
H 4.57165 -0.42423 -0.65992
H 4.05046 0.56401 0.77029
H 2.32143 -1.19469 -0.91665
H 1.61004 0.46877 1.48172
H 1.06162 -1.02012 1.22315
*
```

Energy relative to the best compared isomer or geometry (same formula, charge and spin) (kcal/mol): 61.6
E_LUMO (alpha / beta) (eV): 0.813 / -3.078
Frontier orbital gap (alpha / beta) (eV): 7.33 / 6.65
⟨S²⟩: 2.014
Total energy (eV): -16093.293
Highest occupied orbital energy (alpha / beta) (eV): -6.52 / -9.73

=====

No. 3
# C10H9NOSi

A structure of composition C10H9NOSi (ωB97M-V/def2-TZVPD, OMol25).

```
! wB97M-V def2-TZVPD RIJCOSX def2/J DEFGRID3
* xyz 0 1
C -2.11587 -2.48447 2.21308
C -2.62065 -1.55691 1.58933
C 3.24119 1.90321 -1.17548
C 2.66102 2.17996 -2.34913
C 2.51896 1.21318 -0.21453
C 1.38073 1.86347 -2.65964
C 1.17879 1.09329 -0.31718
C 0.60277 1.45104 -1.52874
C -0.86242 0.63408 -0.19172
C -1.82174 -3.49916 3.15206
N 0.20817 0.65160 0.52291
O -0.71743 1.12998 -1.42893
Si -3.05968 -0.47109 0.17511
H 4.28302 2.13064 -1.04994
H 3.30503 2.77979 -3.06105
H 3.09470 0.91855 0.68024
H 0.89640 2.07410 -3.55133
H -1.95655 -3.14474 4.23400
H -2.44478 -4.50828 3.08918
H -0.75893 -3.85812 2.93856
H -3.99105 0.60420 0.04885
H -3.02167 -1.10433 -1.11565
*
```

E_LUMO (eV): 0.007
Frontier orbital gap (eV): 8.54
Total energy (eV): -21926.729
Highest occupied orbital energy (eV): -8.53

=====

No. 4
# C10H9O

A structure of composition C10H9O (ωB97M-V/def2-TZVPD, OMol25).

```
! wB97M-V def2-TZVPD RIJCOSX def2/J DEFGRID3
* xyz 1 3
C 0.64399 2.57780 1.30745
C 0.89807 2.43788 -0.00852
C -0.11738 1.64803 2.03517
C 0.39894 1.29510 -0.65260
C -0.61211 0.53261 1.40256
C -0.33177 0.34722 0.02331
C 0.21206 -2.83191 -0.78916
C -0.56508 -2.15028 0.09093
C 0.39318 -2.10425 -1.97201
C -0.89019 -0.90922 -0.59147
O -0.21465 -0.99897 -1.97751
H 0.88572 3.47101 1.81914
H 1.70087 2.96892 -0.57380
H -0.38196 1.87720 3.04888
H 0.79936 1.03218 -1.58563
H -1.44915 -0.02797 1.76354
H 0.83943 -3.77318 -0.75392
H -0.83878 -2.43318 1.06888
H 0.90964 -2.21352 -2.84092
H -2.28020 -0.74549 -0.81432
*
```

E_LUMO (alpha / beta) (eV): -4.309 / -8.523
Frontier orbital gap (alpha / beta) (eV): 6.09 / 5.32
⟨S²⟩: 2.038
Total energy (eV): -12550.591
Highest occupied orbital energy (alpha / beta) (eV): -10.40 / -13.84

=====

Please write out number 1 again, unchanged.
# C10H9NO2

A structure of composition C10H9NO2 (ωB97M-V/def2-TZVPD, OMol25).

```
! wB97M-V def2-TZVPD RIJCOSX def2/J DEFGRID3
* xyz 0 1
C -4.46403 -0.67635 0.04148
C -2.29745 0.26982 -0.07351
C -1.51929 1.39215 -0.33330
C -0.24518 1.37980 -0.23208
C 0.46732 0.23071 -0.00022
C -0.35879 -1.05315 0.29961
C -1.68090 -1.00284 0.29124
C 1.94888 0.04033 0.07607
C 3.99803 0.37623 0.30030
C 3.88972 -0.77394 -0.41460
H -4.21328 -1.31336 -0.77599
H -4.38785 -1.37129 1.23142
H -5.53751 -0.15267 0.14052
H -2.20688 2.08776 -0.58991
H 0.49293 1.97700 -0.08628
H -0.05107 -1.90858 0.44135
H -2.31213 -2.03005 0.63705
H 5.22551 0.93451 0.82968
H 4.71308 -1.35213 -0.73427
N 2.77621 0.83870 0.70370
O -3.68198 0.46563 -0.09654
O 2.48371 -0.94548 -0.62216
*
```

Energy relative to the best compared isomer or geometry (same formula, charge and spin) (kcal/mol): 165.1
E_LUMO (eV): 0.729
Frontier orbital gap (eV): 9.04
Total energy (eV): -16094.050
Highest occupied orbital energy (eV): -8.31

=====

Among the records above, which one has the highest total energy? C10H9O

=====

What is the formula in the first record? C10H9NO2

=====

Number 1 is which compound? C10H9NO2